<P>
# C3H6N4S

The molecule C3H6N4S (ωB97M-V with the def2-TZVPD basis set, OMol25).

CARTESIAN COORDINATES (ANGSTROEM)
H -2.788 -0.184 -0.280
N -2.629 -1.109 0.066
C -1.405 -1.316 0.248
N -0.293 -0.421 0.087
C 0.942 -0.999 0.014
S 2.407 -0.312 -0.231
C -0.535 0.979 -0.039
N 0.236 1.758 0.793
N -1.489 1.354 -0.788
H -1.641 2.353 -0.710
H -1.090 -2.327 0.597
H 0.854 -2.097 0.123
H 1.162 1.431 0.995
H 0.213 2.740 0.525

Computed properties:
HOMO-LUMO gap (eV): 9.0
LUMO energy (eV): -0.17
E_HOMO (eV): -9.2
Net charge: 0

---

<Q>
# C3H6N4S

C3H6N4S as an isolated structure (ωB97M-V with the def2-TZVPD basis set, OMol25).

CARTESIAN COORDINATES (ANGSTROEM)
C -0.012 0.370 -0.327
C 1.210 -0.436 -0.389
C 0.883 -1.697 -0.198
H 0.757 2.113 0.403
H -1.287 2.038 0.197
H 2.962 0.129 1.141
H 1.510 -2.554 0.360
H -2.245 0.879 0.798
H -2.707 0.124 -0.955
N -0.258 1.766 -0.358
N -0.467 -1.883 -0.151
N -0.944 -0.644 -0.431
N -2.358 -0.235 0.098
S 2.955 0.031 -0.188

Computed properties:
HOMO-LUMO gap (eV): 8.3
LUMO energy (eV): -0.20
E_HOMO (eV): -8.5
Net charge: 0

---

<R>
# C3H6N4S

The molecule C3H6N4S (ωB97M-V with the def2-TZVPD basis set, OMol25).

CARTESIAN COORDINATES (ANGSTROEM)
N 2.570 -0.317 0.054
N 1.415 -1.218 -0.027
C 0.356 -0.520 -0.030
N 0.181 0.847 -0.158
C -1.200 1.160 0.042
C -1.905 -0.200 -0.004
S -3.494 -0.610 -0.025
N -0.903 -1.093 -0.081
H 2.858 -0.073 -0.886
H 3.290 -0.874 0.543
H 0.888 1.473 0.210
H -1.485 1.625 0.973
H -1.576 1.866 -0.699
H -0.995 -2.064 0.087

Computed properties:
HOMO-LUMO gap (eV): 9.1
LUMO energy (eV): 0.43
E_HOMO (eV): -8.7
Net charge: 0

---

The most stable of them is <P>.

---

<P>
# C23H29N8O4S2SeTi

C23H29N8O4S2SeTi as an isolated structure (ωB97M-V with the def2-TZVPD basis set, OMol25).

CARTESIAN COORDINATES (ANGSTROEM)
Ti 0.035 -0.190 0.635
N -3.828 -1.743 -2.131
C -3.045 -0.575 -1.986
S -2.714 0.324 -3.375
N -2.581 -0.462 -0.758
N -1.666 0.518 -0.477
C -1.924 1.773 -0.507
C -3.246 2.365 -0.814
C -3.410 3.287 -1.842
C -4.653 3.850 -2.074
C -5.736 3.492 -1.281
C -5.574 2.571 -0.257
C -4.330 2.005 -0.022
C -0.824 2.633 0.008
C -0.913 4.013 0.081
C 0.143 4.724 0.633
C 1.246 4.046 1.117
C 1.252 2.664 1.042
N 0.253 1.980 0.488
H -4.529 -1.628 -2.848
H -4.211 -2.065 -1.249
H -2.571 3.533 -2.481
H -4.781 4.558 -2.883
H -6.708 3.931 -1.465
H -6.417 2.295 0.362
H -4.190 1.282 0.773
H -1.801 4.515 -0.271
H 0.088 5.802 0.698
H 2.077 4.564 1.572
H 2.055 2.072 1.460
N -2.918 -3.026 1.615
N -1.915 -3.339 2.536
C -1.149 -4.437 2.452
N -0.121 -4.438 3.329
S -1.414 -5.724 1.405
H -2.897 -2.019 1.482
H -3.822 -3.306 1.980
H -1.681 -2.646 3.235
H 0.146 -3.584 3.803
H 0.511 -5.215 3.289
C -1.175 -3.707 -0.981
N -1.100 -3.227 -2.391
C -0.722 -4.328 -3.300
C -0.211 -2.010 -2.551
C 1.117 -2.072 -1.859
C 2.210 -2.623 -2.517
C 3.473 -2.594 -1.941
C 3.634 -1.996 -0.703
C 2.531 -1.460 -0.047
C 1.234 -1.486 -0.585
H -1.870 -4.540 -0.927
H -1.553 -2.910 -0.348
H -0.190 -4.030 -0.658
H -2.049 -2.889 -2.619
H 0.264 -4.686 -3.015
H -0.708 -3.962 -4.324
H -1.444 -5.134 -3.199
H -0.778 -1.193 -2.128
H -0.123 -1.834 -3.621
H 2.084 -3.050 -3.507
H 4.320 -3.019 -2.464
H 4.614 -1.945 -0.245
H 2.700 -1.023 0.934
O -0.256 -1.520 4.270
Se -0.298 -0.187 3.366
O -1.339 -0.461 2.042
O 1.055 -0.048 2.359
O -0.612 1.203 4.086

Computed properties:
2S+1: 2
HOMO-LUMO gap (alpha / beta) (eV): 6.7 / 6.6
LUMO energy (alpha / beta) (eV): -1.05 / -1.06
E_HOMO (alpha / beta) (eV): -7.7 / -7.7
<S²>: 0.7537
Net charge: 0

---

<Q>
# C23H29N8O4S2SeTi

C23H29N8O4S2SeTi as an isolated structure (ωB97M-V with the def2-TZVPD basis set, OMol25).

CARTESIAN COORDINATES (ANGSTROEM)
Ti 1.379 -0.278 -1.012
N -2.558 -0.213 2.657
C -1.845 0.284 1.609
S -1.793 2.055 1.510
N -1.289 -0.561 0.811
N -0.692 0.023 -0.286
C -1.460 0.337 -1.269
C -2.917 0.058 -1.327
C -3.342 -1.260 -1.462
C -4.697 -1.540 -1.537
C -5.627 -0.510 -1.464
C -5.201 0.802 -1.324
C -3.844 1.090 -1.262
C -0.812 1.094 -2.369
C -1.499 1.556 -3.471
C -0.817 2.386 -4.360
C 0.496 2.721 -4.103
C 1.128 2.182 -2.986
N 0.486 1.376 -2.144
H -3.038 0.433 3.255
H -2.883 -1.163 2.605
H -2.608 -2.053 -1.506
H -5.028 -2.564 -1.650
H -6.685 -0.732 -1.519
H -5.924 1.605 -1.262
H -3.507 2.112 -1.140
H -2.531 1.282 -3.630
H -1.322 2.766 -5.239
H 1.059 3.364 -4.764
H 2.168 2.370 -2.770
N 0.574 -2.935 1.711
N -0.398 -3.700 1.106
C -0.509 -3.722 -0.231
N -1.510 -4.529 -0.688
S 0.437 -2.878 -1.333
H 0.995 -3.411 2.494
H 0.251 -2.000 1.920
H -1.189 -4.025 1.646
H -1.759 -5.337 -0.138
H -1.501 -4.670 -1.686
C 1.116 3.122 3.394
N 0.980 2.181 2.285
C 1.760 2.624 1.132
C 1.212 0.775 2.726
C 2.379 -0.019 2.185
C 3.397 -0.329 3.090
C 4.407 -1.214 2.754
C 4.380 -1.811 1.501
C 3.375 -1.488 0.605
C 2.350 -0.571 0.893
H 0.857 4.125 3.056
H 2.140 3.138 3.784
H 0.436 2.841 4.198
H -0.314 2.277 1.771
H 2.836 2.545 1.301
H 1.499 3.660 0.914
H 1.524 2.025 0.258
H 0.308 0.226 2.478
H 1.266 0.790 3.815
H 3.383 0.117 4.080
H 5.193 -1.447 3.461
H 5.148 -2.520 1.216
H 3.415 -1.978 -0.367
O 2.024 -1.083 -2.730
Se 3.462 -0.176 -2.870
O 4.748 -1.113 -2.732
O 3.132 0.682 -1.446
O 3.401 0.805 -4.144

Computed properties:
2S+1: 2
HOMO-LUMO gap (alpha / beta) (eV): 6.4 / 7.4
LUMO energy (alpha / beta) (eV): -0.68 / -0.77
E_HOMO (alpha / beta) (eV): -7.1 / -8.2
<S²>: 0.7547
Net charge: 0

---

The most stable of them is <P>.

---

<P>
# H14NO10

A 8-piece molecular cluster, H14NO10 overall (ωB97M-V with the def2-TZVPD basis set, OMol25).

CARTESIAN COORDINATES (ANGSTROEM)
N 0.983 -0.204 0.200
O 1.262 0.224 -0.912
O 0.947 0.618 1.156
O 0.044 -1.048 0.121
O 0.314 -3.805 -0.766
H 0.554 -4.340 0.006
H 0.439 -2.929 -0.469
O -1.960 1.248 1.734
H -1.061 1.063 1.772
H -2.093 1.850 0.971
O 0.622 2.937 -1.252
H 0.771 2.023 -0.940
H -0.221 3.200 -0.836
O 0.286 3.216 2.226
H 0.641 2.411 1.896
H -0.348 3.081 2.913
O -0.810 -1.509 2.589
H -0.298 -1.360 1.824
H -1.053 -2.419 2.735
O 2.273 -0.428 -3.415
H 1.378 -0.292 -3.762
H 2.126 0.009 -2.553
O -1.572 -0.964 -2.002
H -0.962 -0.965 -1.269
H -2.272 -1.606 -1.966

Computed properties:
HOMO-LUMO gap (eV): 9.6
LUMO energy (eV): 2.61
E_HOMO (eV): -7.0
Net charge: -1

---

<Q>
# H14NO10

A 8-piece molecular cluster, H14NO10 overall (ωB97M-V with the def2-TZVPD basis set, OMol25).

CARTESIAN COORDINATES (ANGSTROEM)
N 0.205 -0.022 0.197
O -0.365 -0.848 0.985
O 1.440 -0.221 0.029
O -0.278 1.065 0.208
O -1.955 -3.110 0.944
H -1.900 -3.097 -0.045
H -1.513 -2.324 1.250
O 2.462 -3.052 -0.246
H 2.170 -2.929 -0.989
H 2.517 -2.023 -0.085
O -0.222 3.678 0.849
H -0.252 2.730 0.833
H 0.652 3.830 0.727
O -2.914 0.220 -0.052
H -2.811 -0.269 0.756
H -2.274 0.817 -0.170
O 3.140 0.160 -2.424
H 2.496 0.655 -3.030
H 2.437 -0.014 -1.754
O -0.352 0.305 3.425
H -0.180 0.066 2.532
H -0.490 1.162 3.208
O -0.880 0.761 -2.518
H -0.752 1.054 -1.546
H -0.384 1.405 -3.084

Computed properties:
HOMO-LUMO gap (eV): 9.9
LUMO energy (eV): 2.81
E_HOMO (eV): -7.1
Net charge: -1

---

The most stable of them is <P>.